a:
This record from OMol25 describes an isolated ion of composition C4H8F2N and charge +1. The level of theory is ωB97M-V with the def2-TZVPD basis set.

Each line ends with the Mulliken charge.
CARTESIAN COORDINATES (ANGSTROEM)
C: 0.721 0.012 1.208  -1.504
C: -0.044 -0.418 0.027  0.893
N: 0.663 -0.122 -1.290  -0.206
F: 0.148 -1.828 0.081  -0.337
C: -1.543 0.113 0.024  -0.588
C: -2.768 -0.506 0.202  -0.124
F: -3.901 0.133 -0.048  -0.184
H: 0.693 1.049 1.229  0.434
H: 1.655 -0.350 1.276  0.507
H: 0.300 -0.274 2.179  0.378
H: 0.727 0.842 -1.264  0.335
H: 0.227 -0.610 -2.020  0.316
H: 1.446 -0.752 -1.314  0.333
H: -1.433 1.115 -0.228  0.410
H: -3.014 -1.598 0.360  0.334

Calculated values
structure (SMILES) = C[C@@]([NH3+])(F)/C=C/F
total charge = +1
highest occupied orbital energy = -14.40 eV
LUMO energy = -3.78 eV
orbital gap = 10.62 eV

***

b:
This record from OMol25 describes a 2-piece molecular cluster, C4H8F2N overall. The level of theory is ωB97M-V with the def2-TZVPD basis set.

Each line ends with the Mulliken charge.
CARTESIAN COORDINATES (ANGSTROEM)
C: -0.579 0.304 0.532  -0.809
C: 0.449 -0.190 1.549  0.090
C: 0.820 0.014 0.097  0.911
C: 1.741 0.556 -0.847  -1.155
N: -1.704 -0.559 0.168  -0.215
F: 0.940 0.652 2.414  -0.226
F: 0.322 -1.710 -0.648  -0.573
H: -0.917 1.444 0.678  0.365
H: 0.390 -1.298 1.799  0.382
H: 1.415 1.299 -1.464  0.364
H: 2.157 -0.157 -1.415  0.416
H: 2.594 1.062 -0.188  0.323
H: -1.192 -1.418 -0.269  0.429
H: -2.454 -0.143 -0.450  0.364
H: -2.303 -0.874 0.886  0.334

Calculated values
total charge = +1
highest occupied orbital energy = -16.23 eV
LUMO energy = -5.40 eV
orbital gap = 10.83 eV

***

a (37.2 kcal/mol below the next structure)

***

a:
This record from OMol25 describes C36H50N10O8Ti as an isolated structure. The level of theory is ωB97M-V with the def2-TZVPD basis set.

Each line ends with the Mulliken spin population.
CARTESIAN COORDINATES (ANGSTROEM)
Ti: -0.228 3.371 -1.818  -0.001
O: -6.255 3.763 -0.723  0.000
C: -4.981 3.650 -0.942  0.000
C: -4.358 2.405 -1.262  0.000
C: -2.961 2.287 -1.149  -0.002
N: -2.140 3.306 -0.814  0.000
C: -2.765 4.540 -0.424  0.000
C: -4.079 4.705 -0.446  0.000
C: -1.727 5.634 -0.418  0.000
O: -2.008 6.723 0.011  0.000
O: -0.479 5.155 -0.774  0.000
C: -2.238 1.230 -1.695  0.003
O: -3.017 0.179 -1.857  -0.001
O: -0.962 1.295 -1.970  -0.001
H: -6.613 2.889 -1.039  0.000
H: -4.813 1.478 -1.326  0.000
H: -4.476 5.530 0.112  0.000
N: 1.423 3.447 1.413  0.000
N: 2.615 3.636 0.765  -0.005
C: 2.548 3.778 -0.483  0.003
N: 3.893 3.872 -1.059  0.000
N: 1.346 3.457 -1.318  -0.001
N: -0.751 2.776 -4.779  0.000
O: -0.702 3.524 -3.745  0.000
O: 0.158 1.999 -4.993  0.000
H: 0.559 3.801 1.012  0.001
H: 1.249 2.485 1.724  0.008
H: 4.868 5.692 3.982  0.997
H: 4.614 3.637 -0.443  0.001
H: 3.903 4.004 -2.074  0.000
C: -2.491 -2.386 2.237  0.008
C: -2.799 -1.108 2.994  -0.004
C: -2.642 -0.011 1.979  0.040
C: -1.963 -1.013 4.248  0.049
C: -2.605 -0.976 5.479  -0.011
C: -1.966 -0.878 6.693  0.014
C: -0.594 -1.076 6.720  -0.009
C: 0.153 -1.154 5.564  0.046
C: 1.674 -1.252 5.447  0.010
C: 2.302 0.077 4.888  -0.017
C: 2.433 -1.782 6.681  0.000
C: -0.565 -1.083 4.297  -0.060
N: 0.190 -1.410 3.156  0.318
C: 0.307 -0.675 1.935  0.158
C: 0.705 -1.016 0.736  0.037
N: 1.033 -2.242 0.124  0.406
C: 1.607 -2.122 -1.132  -0.047
C: 2.736 -1.311 -1.387  0.074
C: 3.061 -1.233 -2.668  -0.036
C: 2.390 -1.834 -3.756  0.048
C: 1.217 -2.460 -3.456  -0.040
C: 0.779 -2.720 -2.161  0.030
C: -0.473 -3.518 -1.991  0.018
C: -1.496 -2.384 -1.680  -0.024
C: -0.606 -4.570 -0.870  0.002
C: 3.554 -0.667 -0.327  -0.022
C: 4.384 -1.750 0.476  -0.007
C: 4.476 0.457 -0.684  0.001
H: -1.534 -2.902 1.381  -0.011
H: -3.389 -2.470 1.490  0.000
H: -2.208 -3.345 2.931  0.001
H: -3.888 -1.216 3.286  0.001
H: -3.314 -0.344 0.802  -0.002
H: -1.671 -0.479 1.030  0.007
H: -2.936 1.161 2.518  -0.001
H: -3.792 -1.010 5.574  0.001
H: -2.519 -0.780 7.603  0.001
H: -0.029 -1.125 7.642  0.001
H: 2.116 -2.056 4.709  -0.002
H: 2.533 0.946 5.800  0.000
H: 1.762 0.441 4.041  0.011
H: 3.505 -0.173 4.624  0.000
H: 2.332 -1.126 7.620  0.000
H: 3.436 -1.972 6.344  0.000
H: 2.015 -2.753 7.062  0.000
H: 0.010 0.412 2.202  -0.004
H: 0.884 -0.077 -0.039  -0.031
H: 3.855 -0.529 -2.957  -0.002
H: 2.722 -1.560 -4.779  0.004
H: 0.531 -2.834 -4.322  0.000
H: -0.612 -4.112 -2.942  0.000
H: -1.054 -1.877 -0.779  0.017
H: -2.333 -2.968 -1.235  0.000
H: -1.934 -1.897 -2.420  -0.005
H: -0.789 -4.123 0.095  0.000
H: 0.205 -5.314 -0.764  -0.001
H: -1.466 -5.192 -1.285  0.001
H: 2.937 -0.082 0.383  0.028
H: 5.168 -2.205 -0.143  0.000
H: 3.795 -2.491 1.009  0.001
H: 5.362 -0.971 1.266  0.000
H: 5.128 0.886 0.088  0.000
H: 3.966 1.131 -1.390  0.000
H: 5.184 0.088 -1.450  0.001
C: 0.548 -0.449 -6.934  0.000
N: -0.582 -0.719 -6.124  0.000
C: -1.649 -1.310 -6.714  0.000
N: -2.890 -1.097 -6.049  0.000
O: -1.436 -1.903 -7.801  0.000
H: 0.984 -1.392 -7.388  0.000
H: 1.340 -0.060 -6.311  0.000
H: 0.354 0.245 -7.751  0.000
H: -0.690 0.011 -5.488  0.000
H: -2.784 -0.795 -5.096  0.000
H: -3.599 -1.762 -6.344  0.000

Calculated values
spin multiplicity = 3
⟨S²⟩ = 2.0245
total charge = -2
highest occupied orbital energy (spin up / spin down) = -1.38 / -2.26 eV
LUMO energy (spin up / spin down) = 3.34 / 3.34 eV
orbital gap (spin up / spin down) = 4.73 / 5.60 eV

***

b:
This record from OMol25 describes C36H50N10O8Ti as an isolated structure. The level of theory is ωB97M-V with the def2-TZVPD basis set.

Each line ends with the Mulliken spin population.
CARTESIAN COORDINATES (ANGSTROEM)
Ti: 0.068 -0.277 -1.325  0.936
O: 3.871 1.032 -6.124  0.000
C: 3.031 0.797 -4.993  0.001
C: 2.025 1.743 -4.486  -0.004
C: 1.136 1.322 -3.560  0.004
N: 1.151 0.026 -3.179  0.016
C: 2.070 -0.973 -3.484  0.004
C: 3.093 -0.467 -4.550  -0.003
C: 2.715 -1.568 -2.149  0.010
O: 3.738 -2.230 -2.204  0.000
O: 1.924 -1.337 -1.115  -0.026
C: 0.250 2.218 -2.782  -0.006
O: -0.056 3.401 -3.128  -0.001
O: 0.052 1.706 -1.660  0.021
H: 4.108 1.921 -6.021  0.000
H: 2.122 2.677 -4.922  0.000
H: 3.879 -1.118 -5.071  -0.001
N: -1.614 -0.937 -1.902  0.016
N: -0.987 -2.059 -1.291  -0.043
C: -1.206 -3.302 -1.731  0.040
N: -0.205 -4.236 -1.154  0.002
N: -2.269 -3.643 -2.335  -0.003
N: -2.246 -4.902 -2.814  0.004
O: -1.138 -5.727 -2.794  0.005
O: -3.324 -5.341 -3.155  0.011
H: -2.773 -0.015 0.194  -0.012
H: -2.430 -1.067 -2.514  -0.001
H: 1.551 -1.811 -3.989  -0.019
H: 0.627 -3.832 -0.645  0.001
H: 0.000 -4.682 -1.980  0.001
C: 1.970 3.694 1.956  -0.007
C: 1.981 2.474 0.998  0.028
C: 2.978 2.550 -0.201  0.003
C: 2.236 1.119 1.667  -0.037
C: 3.369 1.151 2.511  -0.008
C: 3.892 -0.046 3.033  0.011
C: 3.176 -1.213 2.872  -0.008
C: 1.970 -1.231 2.069  0.031
C: 1.310 -2.610 1.734  0.028
C: 0.149 -3.013 2.690  0.001
C: 2.287 -3.670 1.397  0.002
C: 1.516 -0.021 1.498  -0.122
N: 0.198 0.123 0.797  0.438
C: -0.607 0.929 1.572  0.013
C: -1.896 1.334 1.534  0.375
N: -3.050 0.826 0.925  0.196
C: -4.397 1.295 1.042  -0.009
C: -5.082 1.998 0.060  0.008
C: -6.392 2.354 0.324  -0.002
C: -7.075 1.751 1.414  0.004
C: -6.431 1.090 2.390  -0.005
C: -5.098 0.778 2.279  -0.001
C: -4.576 -0.250 3.153  0.014
C: -5.604 -1.436 3.282  0.000
C: -4.124 0.484 4.478  0.001
C: -4.445 2.713 -1.185  -0.009
C: -4.018 1.868 -2.368  0.009
C: -3.336 3.771 -0.744  -0.003
H: 1.799 4.619 1.434  0.001
H: 2.933 3.832 2.424  0.000
H: 1.379 3.615 2.802  0.000
H: 1.017 2.404 0.513  -0.011
H: 4.022 2.351 0.460  0.000
H: 2.935 3.554 -0.733  0.000
H: 2.919 1.575 -0.758  0.005
H: 3.900 2.097 2.566  0.002
H: 4.867 0.028 3.517  0.000
H: 3.624 -2.210 2.899  0.000
H: 0.889 -2.312 0.837  -0.006
H: 0.491 -3.328 3.704  0.000
H: -0.518 -3.748 2.488  0.000
H: -0.424 -2.229 3.039  0.001
H: 3.204 -3.739 2.016  0.000
H: 2.768 -3.512 0.260  -0.001
H: 1.725 -4.633 1.454  0.000
H: -0.270 1.381 2.473  0.102
H: -2.294 1.936 2.439  -0.005
H: -6.972 2.930 -0.618  0.000
H: -8.170 2.050 1.533  0.000
H: -6.942 0.256 2.875  0.001
H: -3.713 -0.539 2.699  -0.002
H: -6.308 -1.054 4.011  0.000
H: -4.905 -2.246 3.422  0.000
H: -5.990 -1.551 2.239  0.000
H: -4.837 0.594 5.220  0.001
H: -3.756 1.524 4.223  -0.003
H: -3.216 -0.082 4.925  0.001
H: -5.369 3.402 -1.415  0.000
H: -3.009 1.170 -2.237  -0.001
H: -3.763 2.423 -3.171  0.000
H: -4.883 1.198 -2.649  -0.001
H: -3.526 4.274 0.233  0.000
H: -3.267 4.591 -1.493  0.001
H: -2.291 3.533 -0.705  0.008
C: 5.858 -1.723 0.825  0.000
N: 5.690 -1.267 -0.563  0.000
C: 6.393 -0.236 -1.108  0.000
N: 6.128 -0.027 -2.457  0.000
O: 7.217 0.411 -0.436  0.000
H: 6.644 -2.338 1.037  0.000
H: 4.854 -2.434 0.918  0.000
H: 5.788 -0.853 1.601  -0.001
H: 5.025 -1.623 -1.143  0.000
H: 5.556 -0.661 -2.867  0.000
H: 6.736 0.469 -3.044  0.000

Calculated values
spin multiplicity = 3
⟨S²⟩ = 2.0253
total charge = -2
highest occupied orbital energy (spin up / spin down) = -1.22 / -1.23 eV
LUMO energy (spin up / spin down) = 3.58 / 2.83 eV
orbital gap (spin up / spin down) = 4.81 / 4.06 eV

***

b (159.7 kcal/mol below the next structure)

***

a:
This record from OMol25 describes an isolated molecule of C16H22N2O. The level of theory is ωB97M-V with the def2-TZVPD basis set.

Each line ends with the Mulliken charge.
CARTESIAN COORDINATES (ANGSTROEM)
C: -2.600 0.743 2.785  -1.692
C: -2.261 0.888 1.300  0.107
C: -2.832 2.190 0.705  -0.888
C: -2.046 3.421 1.148  -0.693
C: -0.565 3.224 0.840  -0.508
C: -0.084 1.931 1.507  -0.958
N: -0.822 0.755 1.094  0.246
C: -0.477 0.251 -0.219  -0.692
C: -0.635 -1.294 -0.264  0.237
O: -1.483 -1.702 -1.324  -0.622
C: 0.697 -1.973 -0.335  0.324
C: 1.234 -2.828 0.581  -0.934
N: 2.468 -3.251 0.169  0.002
C: 2.753 -2.679 -1.036  -0.799
C: 3.872 -2.803 -1.850  -0.816
C: 3.885 -2.093 -3.031  -0.493
C: 2.813 -1.275 -3.396  -0.909
C: 1.701 -1.148 -2.595  -0.268
C: 1.655 -1.857 -1.393  1.173
H: -2.282 1.608 3.358  0.324
H: -3.674 0.626 2.909  0.451
H: -2.103 -0.137 3.186  0.369
H: -2.728 0.046 0.777  0.500
H: -2.794 2.124 -0.386  0.316
H: -3.880 2.285 0.992  0.419
H: -2.174 3.580 2.221  0.290
H: -2.428 4.307 0.635  0.372
H: -0.419 3.153 -0.241  0.261
H: 0.020 4.070 1.206  0.406
H: -0.192 2.027 2.591  0.384
H: 0.975 1.761 1.295  0.480
H: -1.105 0.676 -1.018  -0.013
H: 0.561 0.514 -0.430  0.584
H: -1.147 -1.612 0.649  0.495
H: -0.982 -1.649 -2.145  0.413
H: 0.820 -3.163 1.513  0.446
H: 3.066 -3.884 0.671  0.181
H: 4.700 -3.434 -1.564  0.377
H: 4.739 -2.166 -3.688  0.382
H: 2.865 -0.731 -4.329  0.386
H: 0.888 -0.501 -2.891  0.358

Calculated values
structure (SMILES) = C[C@H]1CCCCN1C[C@@H](O)c1c[nH]c2ccccc12
highest occupied orbital energy = -7.92 eV
LUMO energy = 0.82 eV
orbital gap = 8.75 eV

***

b:
This record from OMol25 describes an isolated molecule of C16H22N2O. The level of theory is ωB97M-V with the def2-TZVPD basis set.

Each line ends with the Mulliken charge.
CARTESIAN COORDINATES (ANGSTROEM)
C: -5.699 -1.935 -0.927  -1.405
C: -4.748 -0.840 -0.549  0.965
C: -5.078 0.490 -0.797  -0.593
C: -4.200 1.496 -0.452  -0.795
C: -2.980 1.209 0.141  -0.541
C: -2.638 -0.113 0.394  0.626
O: -1.490 -0.540 0.992  -0.406
C: -0.473 0.388 1.310  -0.818
C: 0.344 0.803 0.084  -0.309
C: 1.504 1.730 0.444  -0.865
C: 2.664 1.006 1.141  -1.058
C: 3.289 -0.028 0.263  0.802
C: 3.149 -1.435 0.333  0.518
C: 2.361 -2.238 1.307  -1.075
N: 3.850 -2.019 -0.623  -1.034
N: 4.432 -1.033 -1.307  0.324
C: 4.129 0.190 -0.813  0.079
C: 4.662 1.441 -1.411  -1.505
C: -3.533 -1.126 0.043  -0.580
H: -5.827 -1.966 -2.009  0.308
H: -5.332 -2.902 -0.594  0.349
H: -6.677 -1.759 -0.482  0.347
H: -6.023 0.729 -1.261  0.399
H: -4.460 2.527 -0.645  0.368
H: -2.321 2.023 0.400  0.371
H: -0.890 1.269 1.814  0.327
H: 0.160 -0.144 2.024  0.398
H: 0.729 -0.095 -0.402  0.271
H: -0.316 1.305 -0.627  0.536
H: 1.141 2.532 1.093  0.446
H: 1.882 2.187 -0.472  0.376
H: 2.312 0.537 2.060  0.393
H: 3.418 1.750 1.414  0.362
H: 1.292 -2.112 1.137  0.127
H: 2.586 -1.932 2.327  0.329
H: 2.611 -3.288 1.185  0.385
H: 5.026 -1.249 -2.091  0.176
H: 4.671 2.235 -0.669  0.317
H: 5.676 1.288 -1.777  0.450
H: 4.042 1.764 -2.249  0.294
H: -3.246 -2.146 0.252  0.340

Calculated values
structure (SMILES) = Cc1cccc(OCCCCc2c(C)n[nH]c2C)c1
highest occupied orbital energy = -8.30 eV
LUMO energy = 0.85 eV
orbital gap = 9.16 eV

***

a (3.4 kcal/mol below the next structure)